# 1
The following is a quantum chemistry calculation of a 6-piece molecular cluster, C6H25NO5 overall in a non-equilibrium geometry, from OMol25.

Output
- LUMO energy (eV) = 0.5340
- spin multiplicity = 1
- energy (Ha) = -674.4640
- highest occupied orbital energy (eV) = -9.1
- energy above the lowest of the compared OMol25 structures with the same formula, charge and spin (kcal/mol) = 73.3
- SMILES string = CC(C)C[C@H](C)N.O.O.O.O.O

Positions of all 37 atoms, in Å:
1 C 0.389988 0.346368 1.561352
2 C 0.503556 -0.212226 0.211930
3 C -0.620570 0.457601 -0.669750
4 C -2.022969 0.023717 -0.078575
5 C -2.524951 -1.214903 -0.960218
6 C -3.025379 1.246761 0.002590
7 N 1.885062 0.031186 -0.313175
8 H 1.271300 -0.159554 2.301788
9 H -0.539747 0.129656 1.910874
10 H 0.540073 1.375318 1.629465
11 H 0.281504 -1.341448 0.070608
12 H -0.525303 1.562676 -0.848418
13 H -0.848256 0.115859 -1.756747
14 H -1.806913 -0.412529 0.963203
15 H -3.322010 -1.821804 -0.421815
16 H -1.702166 -2.018496 -1.147478
17 H -2.768231 -0.796159 -1.984083
18 H -3.232372 1.734711 -1.028915
19 H -2.732001 2.064064 0.568120
20 H -4.130867 1.043879 0.279245
21 H 2.401608 0.741938 0.271324
22 H 2.095133 0.188991 -1.275018
23 H -0.646818 2.855361 3.919349
24 H 0.183095 2.009784 3.124069
25 O -0.498622 2.699302 3.003842
26 H 1.160333 -3.140134 -0.495044
27 H -0.155461 -3.836776 -0.746228
28 O 0.349002 -3.076509 -0.871338
29 H 2.611150 -1.604356 0.232452
30 H 3.585146 -2.845375 -0.258258
31 O 2.817846 -2.629119 0.243765
32 H 1.667246 3.456910 0.835483
33 H 2.991681 3.886927 0.164922
34 O 2.673166 3.305015 0.916880
35 H 1.920165 -1.571611 -3.364231
36 H 0.666365 -1.526461 -2.622601
37 O 1.109233 -1.068572 -3.369359

Forces on the atoms, in the same order (eV/Å):
4.68 -2.63 2.12
-0.10 -0.56 -4.22
-1.80 -0.13 -1.39
0.00 -0.58 0.69
0.68 -0.36 0.29
-2.56 -1.65 -2.91
1.06 0.42 2.74
-2.45 1.18 -1.80
-2.23 -0.55 1.63
0.42 1.55 -0.69
0.36 2.01 1.02
0.12 -0.73 0.91
1.72 0.15 1.49
-0.94 0.77 -1.50
0.42 1.13 -1.02
-1.05 1.79 0.49
-0.37 -0.76 1.14
0.82 -1.02 1.12
1.06 1.22 1.51
1.86 -0.34 0.03
-0.95 -0.89 -1.05
-0.69 0.04 -0.72
-0.77 0.87 1.26
-0.38 0.40 -0.53
0.97 -0.85 -0.24
4.35 -0.62 2.12
-1.00 -1.99 0.41
-3.18 2.20 -2.81
0.78 -1.80 -0.64
0.86 0.27 -0.54
-1.64 1.66 0.95
2.21 -0.46 0.42
-0.30 -1.06 1.33
-1.96 1.45 -1.72
0.65 -0.11 -0.43
-0.18 0.43 -0.45
-0.46 -0.45 0.98

Just the Mulliken charges please, in e? Sure, here they are:
1. C -1.62
2. C 0.90
3. C -0.86
4. C 0.68
5. C -1.11
6. C -1.58
7. N -0.54
8. H 0.16
9. H 0.87
10. H 0.00
11. H -0.01
12. H 0.23
13. H 0.30
14. H 0.15
15. H 0.36
16. H 0.09
17. H 0.35
18. H 0.29
19. H 0.42
20. H 0.32
21. H 0.29
22. H 0.22
23. H 0.28
24. H 0.40
25. O -0.56
26. H 0.31
27. H 0.24
28. O -0.54
29. H 0.49
30. H 0.28
31. O -0.80
32. H 0.32
33. H 0.32
34. O -0.65
35. H 0.32
36. H 0.31
37. O -0.65


# 2
The following is a quantum chemistry calculation of C33H40IrN2O7P2S as an isolated structure, from OMol25.

Output
- LUMO energy (spin up / spin down) (eV) = -4.9549 / -7.5047
- spin multiplicity = 6
- energy (Ha) = -3102.4043
- <S²> = 8.77
- highest occupied orbital energy (spin up / spin down) (eV) = -13.1 / -14.4
- energy above the lowest of the compared OMol25 structures with the same formula, charge and spin (kcal/mol) = 4.6
- net charge = +2

Positions of all 86 atoms, in Å:
1 Ir -0.342705 -1.045935 0.569928
2 O -1.326860 0.808058 1.458048
3 C -1.517656 1.284400 0.309503
4 O -1.321006 0.541142 -0.704335
5 C -1.890813 2.693173 0.063832
6 C -2.585286 3.411983 1.022415
7 C -2.926583 4.736618 0.782115
8 C -2.545451 5.348590 -0.401905
9 C -1.818574 4.645040 -1.354173
10 C -1.502422 3.304270 -1.140771
11 P -0.493144 2.454540 -2.366518
12 C 0.611420 3.612177 -3.120710
13 C 1.439142 4.357632 -2.266408
14 C 2.336990 5.260396 -2.799643
15 C 2.425849 5.415003 -4.179229
16 C 1.614745 4.672588 -5.029273
17 C 0.711980 3.762628 -4.509780
18 C -1.384509 1.472644 -3.538790
19 C -2.775698 1.366060 -3.470848
20 C -3.440500 0.565119 -4.382869
21 C -2.724369 -0.133552 -5.348628
22 C -1.338439 -0.045093 -5.401607
23 C -0.661286 0.749353 -4.492658
24 H -2.857747 2.926529 1.949756
25 H -3.482266 5.292803 1.524568
26 H -2.802907 6.382717 -0.585919
27 H -1.501020 5.141674 -2.261489
28 H 1.370932 4.229861 -1.192472
29 H 2.973514 5.839955 -2.145554
30 H 3.134490 6.118823 -4.594286
31 H 1.684539 4.807399 -6.099793
32 H 0.071915 3.196457 -5.172412
33 H -3.329478 1.911641 -2.716890
34 H -4.519151 0.492473 -4.349111
35 H -3.251546 -0.748856 -6.065678
36 H -0.785229 -0.595140 -6.150892
37 H 0.421057 0.799157 -4.513798
38 C 1.143393 -0.111215 4.013632
39 C 1.941811 -0.186768 2.768039
40 N 1.516447 -0.527900 1.552317
41 C 2.573534 -0.360729 0.683171
42 C 3.654430 0.078091 1.378178
43 N 3.233335 0.167219 2.679606
44 C 5.061902 0.466518 1.053253
45 O 5.427831 0.393065 -0.207148
46 O 5.766395 0.835190 1.954132
47 C 2.354929 -0.603106 -0.757895
48 O 3.245616 -0.422520 -1.573066
49 O 1.146217 -0.975985 -1.044078
50 H 0.204233 -0.638483 3.878903
51 H 0.927426 0.932745 4.246897
52 H 1.694520 -0.537453 4.851633
53 H 3.846985 0.476159 3.423954
54 H 4.690591 0.080691 -0.796195
55 C -0.620430 -3.981934 4.335372
56 S -1.570386 -3.423797 2.934846
57 C -3.124353 -3.119425 3.752970
58 O -1.022531 -2.033996 2.616317
59 H -1.044463 -4.921522 4.688179
60 H -0.655228 -3.222028 5.114700
61 H 0.400772 -4.144442 3.997425
62 H -3.513647 -4.065554 4.127540
63 H -3.807333 -2.705164 3.013883
64 H -2.966515 -2.409747 4.563754
65 C -1.814848 -3.249875 -3.542159
66 C -1.209551 -2.268602 -2.540173
67 P -1.236979 -2.830405 -0.810970
68 C -2.967345 -3.234553 -0.419369
69 C -3.855344 -1.992071 -0.356906
70 C -0.326902 -4.397331 -0.695834
71 C 1.185299 -4.249517 -0.854450
72 H -1.730872 -2.838295 -4.547238
73 H -2.872629 -3.434206 -3.354681
74 H -1.294428 -4.207269 -3.541024
75 H -1.728194 -1.305682 -2.556007
76 H -0.165239 -2.050043 -2.767588
77 H -2.972307 -3.771417 0.532044
78 H -3.320553 -3.937361 -1.177374
79 H -3.532183 -1.315925 0.438979
80 H -4.889354 -2.272013 -0.161216
81 H -3.832274 -1.436613 -1.295414
82 H -0.741086 -5.066102 -1.454769
83 H -0.579582 -4.828538 0.275935
84 H 1.611530 -3.655859 -0.042885
85 H 1.449637 -3.763971 -1.793621
86 H 1.656597 -5.230689 -0.837125

Forces on the atoms, in the same order (eV/Å):
-0.18 -0.05 0.29
0.03 -0.05 -0.01
-0.02 0.04 -0.07
0.04 0.02 -0.09
0.00 0.00 0.02
0.00 0.00 0.00
0.00 0.00 -0.01
0.00 -0.01 0.01
0.00 -0.01 0.00
-0.01 0.02 -0.02
-0.01 0.02 0.04
-0.03 -0.05 0.02
0.01 0.03 -0.02
0.00 -0.01 0.03
0.01 0.00 -0.01
0.00 -0.01 -0.01
0.01 0.02 -0.01
-0.02 0.02 0.01
0.02 -0.01 0.02
-0.01 -0.01 0.01
0.01 0.02 -0.01
-0.01 0.01 -0.01
0.02 -0.02 0.02
0.00 0.00 0.01
0.00 0.00 0.00
0.00 0.00 0.00
0.00 0.00 0.00
0.01 0.00 0.00
0.00 0.00 0.00
0.00 0.01 0.00
0.00 0.00 0.00
0.00 0.02 0.00
0.00 0.01 -0.01
-0.01 0.01 -0.01
0.00 -0.01 0.00
0.00 0.00 -0.01
0.00 0.00 -0.01
-0.02 0.00 0.01
-0.01 0.02 -0.04
0.12 0.00 0.04
0.01 0.02 0.04
0.05 -0.05 -0.03
-0.03 0.02 0.00
-0.05 0.01 -0.05
-0.07 -0.02 0.00
0.03 -0.01 0.02
-0.15 0.06 -0.10
0.07 -0.03 0.01
0.12 -0.02 -0.01
-0.01 -0.01 0.01
0.00 0.00 0.01
0.00 -0.01 0.00
0.00 0.01 0.00
0.05 0.01 0.03
-0.01 0.02 0.03
0.03 -0.03 -0.06
0.00 0.02 0.01
0.05 0.06 -0.04
0.00 -0.01 0.01
0.01 -0.01 0.01
0.00 0.00 -0.01
-0.01 -0.01 0.00
-0.01 0.00 0.00
0.00 0.00 0.00
0.02 0.02 0.01
-0.01 -0.04 0.01
0.00 0.04 -0.05
-0.03 0.05 0.01
0.01 -0.03 0.00
0.03 -0.02 0.00
0.00 0.00 0.00
0.00 -0.01 0.01
-0.01 0.01 0.00
0.00 -0.02 0.00
0.00 0.00 -0.01
0.01 0.01 0.01
0.01 -0.01 -0.05
-0.02 -0.01 0.01
0.00 0.02 0.00
-0.01 0.00 0.00
-0.01 0.01 -0.01
0.00 -0.01 0.01
0.00 -0.02 0.00
0.00 -0.01 -0.02
0.01 0.00 0.01
0.01 0.00 0.00

Just the Mulliken charges please, in e? Sure, here they are:
1. Ir 3.31
2. O -0.83
3. C 0.48
4. O -0.45
5. C -0.04
6. C -0.54
7. C -0.70
8. C -0.72
9. C -0.49
10. C 0.31
11. P 0.86
12. C 0.57
13. C -0.48
14. C -0.74
15. C -0.46
16. C -0.77
17. C -0.27
18. C 0.53
19. C -0.56
20. C -0.75
21. C -0.49
22. C -0.93
23. C -0.38
24. H 0.56
25. H 0.46
26. H 0.47
27. H 0.54
28. H 0.42
29. H 0.44
30. H 0.42
31. H 0.45
32. H 0.46
33. H 0.47
34. H 0.50
35. H 0.47
36. H 0.47
37. H 0.66
38. C -1.18
39. C 0.10
40. N -0.22
41. C 0.13
42. C 0.00
43. N -0.04
44. C 0.51
45. O -0.52
46. O -0.57
47. C 0.72
48. O -0.88
49. O -0.64
50. H 0.01
51. H 0.32
52. H 0.48
53. H 0.26
54. H 0.42
55. C -1.17
56. S 0.57
57. C -1.11
58. O -0.80
59. H 0.46
60. H 0.37
61. H 0.36
62. H 0.48
63. H 0.27
64. H 0.39
65. C -1.62
66. C 0.74
67. P -0.09
68. C -0.83
69. C -1.08
70. C -0.74
71. C -1.12
72. H 0.42
73. H 0.36
74. H 0.38
75. H -0.80
76. H 0.47
77. H 0.58
78. H 0.66
79. H 0.08
80. H 0.49
81. H 0.21
82. H 0.59
83. H 0.44
84. H 0.12
85. H 0.31
86. H 0.48


# 3
The following is a quantum chemistry calculation of a 2-piece molecular cluster, C2H7NS2 overall in a non-equilibrium geometry, from OMol25.

Output
- LUMO energy (eV) = -2.1077
- spin multiplicity = 1
- energy (Ha) = -931.2864
- highest occupied orbital energy (eV) = -7.0
- energy above the lowest of the compared OMol25 structures with the same formula, charge and spin (kcal/mol) = 148.8

Positions of all 12 atoms, in Å:
1 C -2.340364 0.386543 -0.756555
2 N -2.977171 1.001391 0.525447
3 H -1.174371 0.685555 -0.600391
4 H -3.075010 0.386470 -1.761094
5 H -3.984564 1.315616 0.141223
6 C 1.555957 0.217607 1.640318
7 S 1.435087 0.307646 -0.180109
8 S 0.489865 -1.285259 -0.664003
9 H 2.601226 -0.121641 1.688687
10 H 1.352083 1.200106 2.089736
11 H 0.914378 -0.629001 2.038726
12 H -3.093805 2.013928 0.246081

Forces on the atoms, in the same order (eV/Å):
1.09 2.89 1.27
-2.89 0.96 -4.51
-2.96 -0.81 -1.48
2.58 -0.36 2.72
0.24 -3.33 1.26
0.14 -1.17 -0.15
-0.50 1.12 0.33
-1.37 -1.18 -0.50
-0.23 0.45 0.90
0.23 -0.49 -0.05
0.55 1.30 -0.57
3.13 0.62 0.79

Just the Mulliken charges please, in e? Sure, here they are:
1. C -0.18
2. N -0.51
3. H 0.12
4. H 0.24
5. H 0.23
6. C -0.71
7. S -0.01
8. S -0.25
9. H 0.28
10. H 0.27
11. H 0.28
12. H 0.23


# 4
The following is a quantum chemistry calculation of one molecule with the formula C18H22N2O4S2 in a non-equilibrium geometry, from OMol25.

Output
- LUMO energy (eV) = 0.4117
- spin multiplicity = 1
- energy (Ha) = -1905.9392
- highest occupied orbital energy (eV) = -8.3
- energy above the lowest of the compared OMol25 structures with the same formula, charge and spin (kcal/mol) = 14.8
- SMILES string = O=C(CCCOc1ccccc1)N1CCN(S(=O)(=O)c2cccs2)CC1

Positions of all 48 atoms, in Å:
1 O -2.380964 -1.889525 -1.890299
2 C -1.704195 -2.055223 -0.890591
3 N -0.498437 -1.458305 -0.749634
4 C 0.332363 -1.467747 0.431469
5 H 0.069940 -2.303057 1.077360
6 C 1.809209 -1.597919 0.033188
7 N 2.203870 -0.618175 -0.953752
8 S 2.524945 0.899859 -0.314940
9 O 1.744403 1.181064 0.857198
10 O 2.523130 1.843957 -1.387668
11 C 4.191173 0.637211 0.220797
12 C 4.674679 0.634945 1.493310
13 C 6.060903 0.374103 1.538058
14 C 6.589382 0.183612 0.299353
15 S 5.410286 0.323711 -0.945481
16 H 7.608676 -0.027929 0.044095
17 H 6.631642 0.332551 2.447687
18 H 4.051380 0.822311 2.348059
19 C 1.345724 -0.634749 -2.122791
20 H 1.666911 0.181614 -2.768723
21 C -0.113418 -0.450442 -1.722172
22 H -0.777218 -0.551523 -2.582474
23 H -0.238557 0.547759 -1.284695
24 H 1.494315 -1.590450 -2.634323
25 H 2.440919 -1.455131 0.911765
26 H 2.002180 -2.589142 -0.390701
27 H 0.196857 -0.529903 0.981937
28 C -2.200958 -2.972585 0.218677
29 C -2.728256 -2.200838 1.439286
30 C -3.395577 -0.883077 1.045882
31 H -3.934093 -1.002132 0.098133
32 O -2.364591 0.075970 0.923657
33 C -2.645103 1.310170 0.414839
34 C -1.567133 2.195891 0.346510
35 C -1.741993 3.461859 -0.172643
36 C -2.988661 3.870168 -0.621745
37 C -4.058511 2.999662 -0.538179
38 C -3.897346 1.723953 -0.021570
39 H -4.750265 1.065869 0.033064
40 H -5.036467 3.308989 -0.877455
41 H -3.123836 4.860808 -1.028756
42 H -0.896604 4.131223 -0.226836
43 H -0.599997 1.879779 0.708299
44 H -4.105903 -0.564973 1.822490
45 H -3.448635 -2.826693 1.967920
46 H -1.919060 -1.958717 2.129326
47 H -1.431217 -3.684837 0.518001
48 H -3.025895 -3.533953 -0.224948

Forces on the atoms, in the same order (eV/Å):
-0.36 0.06 -0.16
-0.03 -0.48 0.11
0.41 0.05 -0.22
0.18 -0.01 0.23
-0.01 0.03 0.01
-0.20 -0.28 0.56
0.32 1.00 0.21
0.71 -0.43 0.21
0.08 -0.12 0.12
0.01 -0.11 -0.29
-0.33 0.04 -0.35
-0.38 0.09 -0.08
0.12 -0.03 -0.10
-0.34 0.05 -0.29
0.27 -0.03 0.38
0.23 -0.03 -0.06
0.13 -0.01 0.13
-0.14 0.03 0.17
-0.44 0.35 -0.38
-0.11 -0.15 -0.14
0.03 -0.03 -0.42
0.11 0.10 0.13
-0.07 -0.04 -0.07
0.02 0.06 0.05
-0.03 -0.22 0.06
0.03 0.08 0.05
-0.05 -0.21 0.02
-0.10 0.07 -0.01
-0.06 0.27 -0.18
-0.36 -0.26 0.29
0.02 0.07 0.06
0.18 0.18 -0.04
0.05 0.24 -0.04
-0.07 -0.18 0.09
0.02 -0.06 0.02
-0.12 0.13 -0.07
0.05 0.14 -0.03
-0.03 -0.36 0.12
-0.05 -0.09 0.01
-0.07 0.02 -0.03
-0.01 0.08 -0.04
0.08 0.06 0.00
0.09 -0.06 0.04
0.07 0.00 -0.13
0.05 0.02 0.03
-0.05 -0.02 0.09
0.00 -0.04 0.00
0.16 0.05 -0.03

Just the Mulliken charges please, in e? Sure, here they are:
1. O -0.70
2. C 0.84
3. N 0.19
4. C -0.12
5. H 0.60
6. C -1.49
7. N 0.22
8. S 1.31
9. O -0.68
10. O -0.72
11. C -0.01
12. C -0.31
13. C -0.53
14. C -0.50
15. S -0.12
16. H 0.45
17. H 0.39
18. H 0.52
19. C -1.14
20. H 0.48
21. C -0.22
22. H 0.50
23. H -0.05
24. H 0.36
25. H 0.38
26. H 0.50
27. H 0.01
28. C -1.12
29. C -0.67
30. C -0.93
31. H 0.51
32. O -0.16
33. C 0.63
34. C -0.33
35. C -0.55
36. C -0.53
37. C -0.58
38. C -0.53
39. H 0.36
40. H 0.37
41. H 0.38
42. H 0.44
43. H 0.50
44. H 0.55
45. H 0.50
46. H 0.23
47. H 0.38
48. H 0.38